Below is a 3-piece molecular cluster, C23H43N6O4 overall at a distorted geometry, with properties calculated with ωB97M-V with the def2-TZVPD basis set.

ORCA input file:
```
! RIJCOSX wB97M-V def2-TZVPD def2/J DEFGRID3
* xyz 1 1
C -0.405 -1.845 2.987
C -0.446 -2.214 1.845
C -0.362 -2.576 0.404
C 0.023 -1.333 -0.409
C -1.087 -0.304 -0.306
C -0.815 0.991 -1.079
C -1.861 1.705 -1.680
C -1.469 2.879 -2.310
C -0.138 3.250 -2.309
N 0.894 2.588 -1.787
C 0.475 1.472 -1.191
N -2.304 -0.990 -0.888
C -2.594 -2.177 -0.349
N -3.924 -2.499 -0.132
N -1.684 -3.110 -0.036
H -0.560 -1.341 3.918
H 0.413 -3.346 0.336
H 0.975 -0.988 0.000
H 0.200 -1.649 -1.445
H -1.351 -0.064 0.732
H -2.906 1.412 -1.662
H -2.202 3.508 -2.804
H 0.113 4.199 -2.793
H 1.266 0.873 -0.736
H -3.144 -0.431 -0.768
H -4.445 -2.904 -0.893
H -4.362 -2.282 0.747
H -2.088 -3.651 0.730
C 2.693 4.876 -2.913
O 1.994 5.787 -3.749
C 2.345 7.151 -3.520
C 3.006 7.735 -4.751
N 4.325 7.148 -4.957
C 4.936 7.494 -6.238
C 4.272 6.954 -7.503
O 4.337 5.543 -7.627
C 3.269 4.837 -7.023
H 2.315 3.881 -3.118
H 3.767 4.889 -3.125
H 2.522 5.105 -1.857
H 2.983 7.261 -2.639
H 1.415 7.694 -3.327
H 3.110 8.816 -4.625
H 2.344 7.549 -5.607
H 4.246 6.141 -4.900
H 5.960 7.112 -6.214
H 5.010 8.583 -6.314
H 4.829 7.351 -8.355
H 3.241 7.308 -7.622
H 2.335 5.405 -7.043
H 3.514 4.559 -5.994
H 3.124 3.913 -7.584
C -2.884 -7.573 7.960
O -3.506 -6.569 7.175
C -3.115 -5.249 7.533
C -2.377 -4.596 6.381
N -1.073 -5.219 6.180
C -0.399 -4.800 4.957
C -1.038 -5.221 3.631
O -1.013 -6.617 3.408
C -2.125 -7.334 3.927
H -3.294 -8.535 7.655
H -1.801 -7.590 7.798
H -3.094 -7.426 9.023
H -2.513 -5.236 8.445
H -4.030 -4.683 7.730
H -2.237 -3.532 6.598
H -3.009 -4.687 5.487
H -1.193 -6.224 6.153
H 0.608 -5.223 4.987
H -0.281 -3.713 4.970
H -0.435 -4.784 2.828
H -2.053 -4.819 3.503
H -3.040 -6.736 3.920
H -1.922 -7.691 4.938
H -2.277 -8.209 3.295
*
```

Results
Relative energy (zero: lowest compared OMol25 entry of this formula, charge and spin) ... 0.0 kJ/mol
DFT total energy ... -41667.489 eV
HOMO level ... -9.875 eV
Orbital gap ... 5.835 eV

---

Below is C22H34NOSi2Sn as an isolated structure, with properties calculated with ωB97M-V with the def2-TZVPD basis set.

ORCA input file:
```
! RIJCOSX wB97M-V def2-TZVPD def2/J DEFGRID3
* xyz 1 1
Sn -0.723 1.583 -2.042
C -0.062 0.067 -5.038
Si 1.304 -0.354 -3.811
C 2.688 0.903 -3.936
C 1.915 -2.068 -4.251
C 0.572 -0.265 -2.057
C -0.633 -1.131 -1.958
C -0.700 -2.522 -1.871
C -1.939 -3.131 -1.830
C -3.103 -2.365 -1.882
C -2.979 -0.996 -1.963
N -1.777 -0.412 -1.992
Si 1.815 -0.411 -0.643
C 2.520 1.305 -0.301
C 3.269 -1.535 -1.016
C 0.953 -1.118 0.874
H 0.335 0.022 -6.055
H -0.486 1.070 -4.928
H -0.885 -0.651 -4.982
H 2.986 1.027 -4.979
H 3.574 0.591 -3.379
H 2.394 1.889 -3.565
H 2.287 -2.063 -5.279
H 1.106 -2.801 -4.211
H 2.723 -2.415 -3.608
H 0.213 -3.101 -1.841
H -2.008 -4.209 -1.762
H -4.080 -2.823 -1.860
H -3.838 -0.338 -1.998
H 3.283 1.557 -1.041
H 2.999 1.341 0.681
H 1.777 2.108 -0.336
H 3.907 -1.156 -1.817
H 2.956 -2.547 -1.280
H 3.887 -1.612 -0.117
H -0.095 -0.830 0.949
H 1.454 -0.804 1.793
H 0.990 -2.210 0.848
C -1.869 0.484 6.588
C -1.567 0.878 5.175
C -0.542 1.774 4.885
C -0.261 2.156 3.587
C 0.861 3.135 3.350
C -1.033 1.604 2.534
C -0.660 1.959 1.200
O -1.148 1.475 0.164
C -2.092 0.700 2.811
C -2.973 0.110 1.748
C -2.331 0.362 4.128
H -1.098 0.827 7.274
H -1.959 -0.599 6.676
H -2.821 0.915 6.902
H 0.048 2.182 5.696
H 1.299 3.428 4.300
H 0.510 4.043 2.857
H 1.658 2.707 2.738
H 0.118 2.720 1.096
H -3.403 0.883 1.110
H -3.782 -0.451 2.212
H -2.415 -0.564 1.095
H -3.140 -0.323 4.357
*
```

Results
DFT total energy ... -48487.520 eV
HOMO level ... -11.191 eV
Orbital gap ... 7.692 eV

---

Below is C42H57Cl3N2O12P2SSeTi as an isolated structure, with properties calculated with ωB97M-V with the def2-TZVPD basis set.

ORCA input file:
```
! RIJCOSX wB97M-V def2-TZVPD def2/J DEFGRID3
* xyz -2 1
Ti -0.008 1.237 -1.113
C 1.446 -4.465 4.137
C 1.901 -4.785 2.706
C 1.099 -5.987 2.186
C 3.378 -5.178 2.744
C 1.653 -3.565 1.817
C 0.352 -3.131 1.577
C 0.094 -1.998 0.824
Se -1.737 -1.440 0.607
C -1.610 -0.190 2.049
C -1.771 -0.638 3.350
C -1.567 0.215 4.426
C -1.276 1.540 4.121
C -1.158 2.054 2.831
C -1.238 1.139 1.755
O -0.957 1.495 0.513
C -0.905 3.568 2.696
C -1.710 4.332 3.760
C 0.591 3.840 2.895
C -1.332 4.132 1.340
C -1.651 -0.242 5.882
C -2.743 0.545 6.621
C -1.977 -1.732 5.992
C -0.302 0.003 6.573
C 1.153 -1.255 0.286
O 0.933 -0.130 -0.425
C 2.471 -1.685 0.468
C 2.679 -2.826 1.245
C 3.650 -0.962 -0.199
C 4.987 -1.634 0.116
C 3.466 -1.003 -1.725
C 3.745 0.489 0.296
H 1.591 -5.329 4.795
H 2.013 -3.621 4.539
H 0.388 -4.192 4.156
H 1.309 -6.875 2.791
H 0.025 -5.800 2.222
H 1.362 -6.203 1.147
H 3.502 -6.069 3.366
H 3.756 -5.405 1.745
H 3.996 -4.384 3.170
H -0.498 -3.668 1.982
H -2.026 -1.679 3.495
H -1.139 2.232 4.944
H -1.345 4.167 4.777
H -1.639 5.404 3.559
H -2.765 4.047 3.726
H 0.934 3.469 3.865
H 1.171 3.347 2.112
H 0.795 4.915 2.841
H -2.378 3.907 1.118
H -1.194 5.219 1.352
H -0.736 3.718 0.540
H -3.714 0.393 6.143
H -2.814 0.218 7.664
H -2.534 1.617 6.615
H -2.936 -1.969 5.524
H -1.208 -2.346 5.516
H -2.034 -2.019 7.046
H -0.045 1.064 6.575
H -0.333 -0.343 7.612
H 0.496 -0.532 6.052
H 3.696 -3.155 1.393
H 5.020 -2.669 -0.237
H 5.777 -1.081 -0.398
H 5.214 -1.624 1.187
H 3.416 -2.041 -2.068
H 2.554 -0.505 -2.044
H 4.309 -0.503 -2.213
H 3.909 0.509 1.379
H 4.590 0.990 -0.187
H 2.853 1.066 0.076
C -0.560 0.330 -6.635
C -0.445 -1.167 -6.388
N 0.307 -1.574 -5.197
C 1.650 -2.083 -5.408
C 2.604 -1.011 -5.918
C -0.291 -1.621 -3.985
S 0.273 -2.535 -2.677
N -1.492 -0.985 -3.976
C -2.001 -0.241 -3.065
O -1.444 0.332 -2.059
C -3.476 0.041 -3.167
C -4.176 0.398 -2.022
C -5.546 0.624 -2.082
C -6.216 0.517 -3.292
C -5.513 0.178 -4.445
C -4.149 -0.066 -4.380
H -1.156 0.506 -7.537
H 0.410 0.810 -6.745
H -1.054 0.816 -5.793
H 0.058 -1.651 -7.231
H -1.444 -1.599 -6.308
H 1.603 -2.920 -6.116
H 1.994 -2.481 -4.457
H 2.351 -0.681 -6.929
H 3.624 -1.405 -5.936
H 2.583 -0.131 -5.274
H -3.635 0.516 -1.094
H -6.080 0.909 -1.184
H -7.281 0.715 -3.343
H -6.029 0.110 -5.396
H -3.585 -0.337 -5.265
O 0.883 5.095 -1.001
P 1.804 3.859 -1.345
O 3.243 4.162 -1.196
O 1.315 2.603 -0.588
O 1.452 3.601 -2.907
P 1.824 2.168 -3.581
O 3.328 1.943 -3.086
O 1.749 2.205 -5.044
O 0.906 1.159 -2.849
H -0.039 4.841 -1.190
H 3.638 2.586 -2.419
Cl -4.232 3.716 -3.826
C -2.533 3.821 -3.342
Cl -1.538 3.029 -4.549
Cl -2.045 5.558 -3.217
C -2.305 3.233 -1.905
O -3.262 3.098 -1.184
O -1.066 2.995 -1.693
*
```

Results
Relative energy (zero: lowest compared OMol25 entry of this formula, charge and spin) ... 0.0 kJ/mol
DFT total energy ... -227490.382 eV
HOMO level ... -2.917 eV
Orbital gap ... 6.684 eV